Molecular formula: C24H47GeN3O3Ta
Method: DFT, ωB97M-V/def2-TZVPD

Computed properties:
orbital gap (alpha / beta) = 9.561 / 6.417 eV
multiplicity = 2
charge = +4
HOMO energy (alpha / beta) = -21.81 / -21.86 eV
energy relative to the best compared isomer or geometry (same formula, charge and spin) = 0.0 kJ/mol

Geometry as XYZ:
```
79
Properties=species:S:1:pos:R:3:forces:R:3:lowdin_charge:R:1
Ta -0.06176 -0.10665 -0.28990 0.200 -0.377 0.176 1.90
C -3.10774 -0.43918 -1.30429 0.181 0.003 -0.095 -0.10
C -2.50994 0.75944 -2.05301 0.062 -0.215 0.153 -0.12
N -1.05823 0.48412 -2.29381 -0.108 0.079 -0.067 -0.13
C -0.91737 -0.49634 -3.42356 0.115 -0.076 0.027 -0.11
C 0.29102 -1.39793 -3.23570 0.011 0.095 0.063 -0.12
N 0.44206 -1.81431 -1.80032 -0.085 -0.078 -0.059 -0.15
C -0.39441 -3.00782 -1.44836 0.052 0.177 0.129 -0.14
C -1.85369 -2.60632 -1.31103 0.133 0.025 0.034 -0.12
N -2.00584 -1.25053 -0.65476 -0.105 0.017 -0.300 -0.12
H -3.66373 -1.09427 -1.97116 -0.039 0.027 -0.004 0.14
H -3.80704 -0.10838 -0.53988 0.037 0.043 0.023 0.13
H -2.57444 1.66443 -1.46351 -0.030 0.044 0.042 0.08
H -3.01871 0.94298 -3.00050 0.002 -0.057 -0.001 0.16
H -0.65764 1.36216 -2.61748 0.000 -0.014 0.049 0.11
H -0.84324 0.04546 -4.36713 0.033 -0.022 0.000 0.16
H -1.83827 -1.06654 -3.47942 -0.008 -0.042 -0.017 0.12
H 1.19725 -0.87122 -3.52917 -0.066 -0.063 0.003 0.11
H 0.22034 -2.27991 -3.87415 -0.059 -0.005 -0.002 0.15
H 1.40537 -2.13389 -1.69550 -0.001 0.021 -0.010 0.13
H 0.00474 -3.38732 -0.51115 -0.024 0.016 -0.081 0.09
H -0.28074 -3.79297 -2.19755 -0.024 0.011 -0.027 0.16
H -2.39756 -3.35824 -0.73675 0.020 0.034 -0.007 0.14
H -2.33913 -2.56764 -2.27956 0.009 -0.030 -0.046 0.12
H -2.31573 -1.43209 0.29565 0.009 0.051 -0.015 0.05
C 3.90818 -0.50630 1.02249 0.024 0.004 -0.042 0.00
C 2.99933 0.61208 1.47445 0.104 0.000 0.116 -0.55
C 3.10399 0.77785 2.98657 -0.022 -0.050 -0.011 -0.09
C 3.25687 1.95151 0.82553 -0.021 -0.031 -0.035 0.00
O 1.53266 0.13162 1.13261 -0.227 -0.213 -0.023 -0.51
Ge 0.56798 -0.27876 2.74891 -0.012 -0.109 -0.139 1.30
O -0.37810 -1.40025 1.52769 0.334 0.114 0.039 -0.50
C -1.10774 -2.58792 2.32817 -0.069 0.093 0.069 -0.53
C -0.70543 -2.46985 3.79453 0.058 -0.027 -0.030 -0.10
C -2.60964 -2.41526 2.21661 0.008 -0.029 0.005 0.00
C -0.60245 -3.89893 1.77084 -0.107 -0.101 0.018 -0.01
O -0.93811 1.27374 0.43374 -0.408 0.644 -0.201 -0.34
C -1.70630 2.48774 1.06879 0.269 -0.257 0.109 -0.52
C -3.14980 2.06538 1.20828 -0.020 0.101 0.061 0.00
C -1.02370 2.65576 2.40877 -0.067 0.134 0.035 -0.03
C -1.47792 3.67319 0.16245 -0.101 0.043 0.078 0.00
H 4.94148 -0.21437 1.21856 0.006 -0.011 0.004 0.13
H 3.83128 -0.71331 -0.04196 -0.035 0.048 -0.078 0.07
H 3.71966 -1.42585 1.57774 -0.012 0.002 -0.001 0.11
H 4.12341 1.10051 3.20606 0.004 0.004 -0.013 0.13
H 2.98710 -0.15880 3.54547 -0.023 -0.009 -0.023 0.08
H 2.44554 1.55075 3.39232 -0.003 0.005 -0.008 0.09
H 4.17073 2.36202 1.25756 0.000 0.012 0.006 0.13
H 2.45512 2.66095 1.03494 -0.006 0.000 -0.009 0.10
H 3.43262 1.88293 -0.24260 -0.022 -0.048 -0.057 0.07
H -1.08288 -1.57621 4.29867 0.002 0.017 -0.042 0.08
H 0.37309 -2.58865 3.96254 -0.009 0.043 -0.039 0.10
H -1.16138 -3.31090 4.32049 -0.011 -0.005 -0.007 0.13
H -2.93461 -1.41489 2.51023 0.003 0.008 -0.026 0.11
H -3.07814 -3.11054 2.91571 -0.009 0.007 0.017 0.13
H -3.01835 -2.69369 1.24305 -0.025 -0.038 0.064 0.08
H 0.48090 -3.90821 1.64934 0.006 0.013 0.019 0.11
H -1.09843 -4.19902 0.84931 0.033 0.058 0.064 0.08
H -0.84624 -4.67666 2.49670 0.024 -0.023 -0.003 0.13
H -3.23588 1.07747 1.66299 0.013 -0.016 -0.002 0.09
H -3.70577 2.10733 0.27392 0.012 -0.019 -0.029 0.09
H -3.63513 2.76536 1.89187 -0.011 0.015 -0.027 0.13
H -1.27629 1.84750 3.09981 -0.003 -0.011 -0.013 0.07
H -1.38329 3.57829 2.87029 -0.002 -0.019 0.016 0.13
H 0.05793 2.75949 2.29817 0.003 -0.016 -0.005 0.08
H -1.82086 3.50614 -0.85831 0.008 -0.015 -0.013 0.09
H -0.43646 3.99322 0.17113 0.000 0.006 0.007 0.09
H -2.06958 4.50414 0.55307 0.012 0.005 0.002 0.13
C 3.27364 2.40710 -3.31390 -0.007 0.127 -0.063 0.12
C 2.18156 3.07768 -2.68361 -0.068 0.022 0.047 0.04
C 1.36066 2.39334 -1.83044 -0.122 0.204 0.022 -0.10
C 1.52154 1.00148 -1.56681 0.058 -0.095 -0.044 -0.15
C 2.65865 0.37489 -2.21543 0.024 -0.089 0.064 -0.10
C 3.49695 1.03913 -3.06561 -0.009 -0.175 0.086 0.02
H 3.93058 2.96097 -3.97618 0.016 -0.013 0.005 0.16
H 2.02591 4.12957 -2.89071 -0.020 0.007 0.021 0.15
H 0.55430 2.93585 -1.35254 0.000 -0.003 -0.013 0.08
H 2.84978 -0.67733 -2.04454 0.109 0.033 0.050 0.10
H 4.32548 0.53371 -3.54573 0.005 -0.012 0.010 0.15
```
Positions in Å, forces in eV/Å.